C30H27BF4IrNPS5 | ωB97M-V/def2-TZVPD

```
70
Properties=species:S:1:pos:R:3:lowdin_spin:R:1
Ir 0.044 0.259 0.703 2.538
C -0.186 -3.613 0.608 0.004
C 0.769 -2.652 -0.042 0.042
C 1.825 -2.064 0.672 0.056
C 2.824 -1.342 0.012 0.028
C 3.964 -0.724 0.775 0.002
C 2.732 -1.181 -1.363 0.003
C 1.647 -1.674 -2.081 0.008
C 1.532 -1.461 -3.565 0.001
C 0.667 -2.394 -1.407 0.014
H 0.092 -4.630 0.323 0.001
H -1.209 -3.433 0.277 0.001
H -0.148 -3.555 1.695 0.000
H 1.926 -2.261 1.735 0.002
H 4.906 -1.224 0.543 0.000
H 3.804 -0.789 1.851 0.000
H 4.076 0.330 0.509 0.001
H 3.507 -0.624 -1.881 0.000
H 1.921 -2.324 -4.111 0.000
H 2.099 -0.588 -3.892 0.000
H 0.491 -1.324 -3.858 0.000
H -0.192 -2.776 -1.948 0.000
S -6.222 1.050 4.397 0.155
C -4.737 0.951 3.742 0.005
S -3.921 -0.557 3.457 0.037
C -2.497 0.073 2.720 0.211
C -2.460 1.468 2.551 0.175
S -1.167 2.296 1.889 0.489
S -3.867 2.315 3.116 0.006
S -1.263 -1.014 2.303 0.260
N 0.973 1.540 -0.263 0.604
P 1.218 3.034 -0.762 0.143
C 2.644 3.040 -1.862 0.018
C 2.779 1.963 -2.735 0.007
C 3.822 1.938 -3.645 0.001
C 4.730 2.988 -3.689 0.001
C 4.595 4.064 -2.824 0.001
C 3.552 4.093 -1.909 0.003
C 1.590 4.149 0.599 0.016
C 2.759 3.922 1.328 0.004
C 3.047 4.697 2.437 0.000
C 2.166 5.698 2.828 0.003
C 0.998 5.919 2.116 0.001
C 0.705 5.143 1.003 0.005
C -0.166 3.696 -1.693 0.022
C -1.321 2.939 -1.850 0.006
C -2.374 3.441 -2.605 0.001
C -2.268 4.689 -3.197 0.000
C -1.108 5.444 -3.047 0.002
C -0.054 4.948 -2.301 0.003
H 2.066 1.148 -2.686 0.003
H 3.928 1.100 -4.322 0.000
H 5.545 2.967 -4.400 0.000
H 5.304 4.881 -2.858 0.000
H 3.457 4.930 -1.227 0.000
H 3.442 3.135 1.026 0.001
H 3.954 4.519 2.999 0.000
H 2.390 6.302 3.698 0.000
H 0.305 6.688 2.430 0.000
H -0.219 5.302 0.462 0.001
H -1.411 1.961 -1.398 0.003
H -3.267 2.842 -2.726 0.000
H -3.089 5.079 -3.784 0.000
H -1.026 6.415 -3.517 0.000
H 0.853 5.533 -2.196 0.000
F -1.741 0.069 -0.707 0.093
B -3.024 -0.676 -0.923 0.008
F -3.520 -0.211 -2.123 0.004
F -2.689 -2.021 -0.960 0.002
F -3.840 -0.363 0.152 0.003
```

Calculated values
HOMO (alpha / beta) (hartree): -0.276 / -0.313
⟨S²⟩: 8.79
Spin multiplicity: 6
LUMO level (alpha / beta) (hartree): -0.0044 / -0.0885
E_tot (Ha): -4075.25037



C30H27CaCl3N7O7S2 | ωB97M-V/def2-TZVPD

```
77
Properties=species:S:1:pos:R:3:lowdin_charge:R:1
Ca 0.370 -0.005 -1.071 1.411
Cl 1.937 -7.412 -0.368 0.604
C 1.492 -5.803 -0.889 -0.682
C 0.377 -5.628 -1.718 -0.109
C 0.021 -4.376 -2.147 -0.003
C 0.751 -3.211 -1.772 -0.376
O 0.422 -2.060 -2.229 -0.211
C 1.867 -3.423 -0.905 -0.134
C 2.678 -2.338 -0.394 -0.206
O 2.479 -1.138 -0.503 -0.065
C 2.223 -4.717 -0.493 -0.079
H -0.201 -6.494 -2.017 0.100
H -0.841 -4.235 -2.786 0.112
H 3.574 -2.673 0.164 0.126
H 3.083 -4.848 0.155 0.108
Cl -6.629 -2.306 -1.937 0.617
C -5.177 -1.421 -1.539 -0.677
C -4.988 -0.979 -0.222 -0.129
C -3.861 -0.279 0.107 -0.562
Cl -3.624 0.268 1.738 0.711
C -2.827 0.027 -0.840 -0.409
O -1.801 0.691 -0.511 -0.219
C -3.065 -0.455 -2.166 -0.129
C -2.122 -0.204 -3.240 -0.215
O -1.010 0.292 -3.152 -0.057
C -4.235 -1.158 -2.493 -0.079
H -5.731 -1.191 0.534 0.103
H -2.495 -0.493 -4.242 0.128
H -4.383 -1.496 -3.512 0.110
N 2.381 -1.087 -4.043 0.119
C 2.527 0.242 -3.833 -0.685
N 2.015 0.868 -2.814 0.019
C 2.351 2.207 -2.825 -0.333
C 3.125 2.609 -3.858 -0.362
S 3.476 1.259 -4.881 1.023
C 1.808 3.033 -1.742 -0.334
C 2.255 4.237 -1.321 -0.351
S 1.270 4.804 -0.023 1.052
C 0.326 3.350 -0.122 -0.701
N 0.722 2.527 -1.054 0.027
N -0.775 3.157 0.652 0.110
H 1.652 -1.535 -3.475 0.066
H 2.521 -1.433 -4.975 0.091
H 3.463 3.603 -4.094 0.068
H 3.111 4.791 -1.667 0.069
H -0.637 3.411 1.619 0.081
H -1.186 2.230 0.529 0.054
C -2.613 3.222 -2.209 -0.073
C -2.661 4.512 -2.884 -0.277
N -2.698 5.529 -3.417 0.106
H -3.372 2.557 -2.620 0.084
H -2.794 3.353 -1.144 0.077
H -1.636 2.757 -2.325 0.059
C 3.136 -0.550 3.752 -0.073
C 2.273 0.408 4.567 -0.174
C 0.830 0.540 4.039 -0.313
C 0.049 1.532 4.914 -0.179
C -1.405 1.692 4.486 -0.079
C 0.170 -0.818 4.162 -0.438
O -0.034 -1.355 5.235 0.080
N -0.178 -1.416 2.988 0.224
C 0.021 -0.880 1.712 -0.553
O -0.288 -1.596 0.752 -0.031
N 0.531 0.349 1.541 0.136
C 0.911 1.092 2.603 -0.468
O 1.351 2.233 2.481 0.029
H 4.152 -0.582 4.147 0.071
H 3.193 -0.239 2.707 0.078
H 2.738 -1.567 3.782 0.078
H 2.705 1.410 4.548 0.118
H 2.215 0.077 5.606 0.118
H 0.571 2.488 4.854 0.116
H 0.097 1.177 5.945 0.117
H -1.481 2.010 3.443 0.055
H -1.914 2.437 5.100 0.074
H -1.953 0.753 4.583 0.072
H -0.606 -2.330 3.026 0.164
```

Calculated values
HOMO (hartree): -0.204
Charge: -1
LUMO level (hartree): 0.0773
E_tot (Ha): -4924.40018



C30H27F3N6RuS | ωB97M-V/def2-TZVPD

```
68
Properties=species:S:1:pos:R:3:lowdin_spin:R:1
Ru -0.104 -0.227 -0.484 0.653
C -1.636 -3.666 0.739 0.000
C -2.646 -2.967 -0.108 0.004
C -3.507 -3.690 -0.919 0.000
C -4.429 -3.044 -1.724 0.005
C -4.515 -1.658 -1.716 0.000
C -3.665 -0.894 -0.936 0.002
C -3.781 0.600 -0.918 0.001
C -2.706 -1.555 -0.138 0.004
N -1.741 -0.825 0.541 0.010
C -1.834 -0.342 1.798 0.007
C -3.066 -0.553 2.614 0.000
C -0.743 0.424 2.238 0.017
C -0.621 0.976 3.620 0.002
N 0.203 0.650 1.306 -0.009
C 1.276 1.532 1.350 0.001
C 1.173 2.719 0.584 -0.001
C -0.092 3.012 -0.170 0.005
C 2.239 3.597 0.563 0.000
C 3.393 3.333 1.288 -0.001
C 3.495 2.166 2.025 0.000
C 2.457 1.245 2.064 -0.001
C 2.580 -0.016 2.859 0.000
H -2.039 -4.603 1.116 0.000
H -1.307 -3.053 1.577 0.000
H -0.756 -3.907 0.138 0.000
H -3.435 -4.767 -0.927 0.000
H -5.086 -3.614 -2.360 0.000
H -5.246 -1.166 -2.338 0.000
H -4.104 0.970 -1.889 0.000
H -2.830 1.079 -0.652 0.000
H -4.531 0.906 -0.188 0.000
H -3.614 -1.428 2.267 0.000
H -3.731 0.310 2.534 0.000
H -2.810 -0.682 3.663 0.000
H -0.460 0.171 4.338 0.001
H -1.533 1.499 3.902 0.001
H 0.220 1.664 3.679 0.000
H -0.410 2.132 -0.769 0.002
H 0.038 3.854 -0.846 0.000
H -0.901 3.251 0.522 0.000
H 2.167 4.504 -0.018 0.000
H 4.212 4.036 1.274 0.000
H 4.392 1.965 2.591 0.000
H 3.576 -0.443 2.755 0.000
H 1.846 -0.759 2.550 0.000
H 2.422 0.196 3.916 0.000
F 4.268 -3.553 -0.619 -0.002
C 4.663 -2.387 -0.102 -0.001
F 4.451 -2.448 1.223 -0.001
F 5.983 -2.301 -0.280 0.000
C 3.935 -1.224 -0.734 0.000
C 4.621 -0.250 -1.436 0.000
C 3.914 0.793 -2.026 0.002
C 2.541 0.832 -1.879 -0.002
N 1.880 -0.089 -1.188 0.000
C 2.537 -1.126 -0.624 -0.006
S 1.511 -2.235 0.195 -0.065
H 5.695 -0.302 -1.526 0.000
H 4.419 1.562 -2.583 0.000
H 1.953 1.626 -2.324 0.000
N -0.749 -0.322 -2.297 0.091
C -1.067 0.263 -3.262 -0.006
C -1.474 1.088 -4.262 0.120
C -2.150 2.243 -3.831 0.012
N -2.687 3.168 -3.414 0.067
C -1.168 0.918 -5.617 0.012
N -0.886 0.812 -6.724 0.073
```

Calculated values
HOMO (alpha / beta) (hartree): -0.424 / -0.414
⟨S²⟩: 0.80
Charge: +1
Spin multiplicity: 2
LUMO level (alpha / beta) (hartree): -0.1918 / -0.2190
E_tot (Ha): -2280.35423



Please write out number 3 again, unchanged.
C30H27F3N6RuS | ωB97M-V/def2-TZVPD

```
68
Properties=species:S:1:pos:R:3:lowdin_spin:R:1
Ru -0.104 -0.227 -0.484 0.653
C -1.636 -3.666 0.739 0.000
C -2.646 -2.967 -0.108 0.004
C -3.507 -3.690 -0.919 0.000
C -4.429 -3.044 -1.724 0.005
C -4.515 -1.658 -1.716 0.000
C -3.665 -0.894 -0.936 0.002
C -3.781 0.600 -0.918 0.001
C -2.706 -1.555 -0.138 0.004
N -1.741 -0.825 0.541 0.010
C -1.834 -0.342 1.798 0.007
C -3.066 -0.553 2.614 0.000
C -0.743 0.424 2.238 0.017
C -0.621 0.976 3.620 0.002
N 0.203 0.650 1.306 -0.009
C 1.276 1.532 1.350 0.001
C 1.173 2.719 0.584 -0.001
C -0.092 3.012 -0.170 0.005
C 2.239 3.597 0.563 0.000
C 3.393 3.333 1.288 -0.001
C 3.495 2.166 2.025 0.000
C 2.457 1.245 2.064 -0.001
C 2.580 -0.016 2.859 0.000
H -2.039 -4.603 1.116 0.000
H -1.307 -3.053 1.577 0.000
H -0.756 -3.907 0.138 0.000
H -3.435 -4.767 -0.927 0.000
H -5.086 -3.614 -2.360 0.000
H -5.246 -1.166 -2.338 0.000
H -4.104 0.970 -1.889 0.000
H -2.830 1.079 -0.652 0.000
H -4.531 0.906 -0.188 0.000
H -3.614 -1.428 2.267 0.000
H -3.731 0.310 2.534 0.000
H -2.810 -0.682 3.663 0.000
H -0.460 0.171 4.338 0.001
H -1.533 1.499 3.902 0.001
H 0.220 1.664 3.679 0.000
H -0.410 2.132 -0.769 0.002
H 0.038 3.854 -0.846 0.000
H -0.901 3.251 0.522 0.000
H 2.167 4.504 -0.018 0.000
H 4.212 4.036 1.274 0.000
H 4.392 1.965 2.591 0.000
H 3.576 -0.443 2.755 0.000
H 1.846 -0.759 2.550 0.000
H 2.422 0.196 3.916 0.000
F 4.268 -3.553 -0.619 -0.002
C 4.663 -2.387 -0.102 -0.001
F 4.451 -2.448 1.223 -0.001
F 5.983 -2.301 -0.280 0.000
C 3.935 -1.224 -0.734 0.000
C 4.621 -0.250 -1.436 0.000
C 3.914 0.793 -2.026 0.002
C 2.541 0.832 -1.879 -0.002
N 1.880 -0.089 -1.188 0.000
C 2.537 -1.126 -0.624 -0.006
S 1.511 -2.235 0.195 -0.065
H 5.695 -0.302 -1.526 0.000
H 4.419 1.562 -2.583 0.000
H 1.953 1.626 -2.324 0.000
N -0.749 -0.322 -2.297 0.091
C -1.067 0.263 -3.262 -0.006
C -1.474 1.088 -4.262 0.120
C -2.150 2.243 -3.831 0.012
N -2.687 3.168 -3.414 0.067
C -1.168 0.918 -5.617 0.012
N -0.886 0.812 -6.724 0.073
```

Calculated values
HOMO (alpha / beta) (hartree): -0.424 / -0.414
⟨S²⟩: 0.80
Charge: +1
Spin multiplicity: 2
LUMO level (alpha / beta) (hartree): -0.1918 / -0.2190
E_tot (Ha): -2280.35423



- Among the records above, which one has the highest E_tot?
  C30H27F3N6RuS



- The lowest E_tot belongs to which entry?
  C30H27CaCl3N7O7S2



- Which of these has the highest E_tot?
  C30H27F3N6RuS